(1)
# C7H8N2S2

C7H8N2S2 as an isolated structure in a non-equilibrium geometry (the ωB97M-V functional and the def2-TZVPD basis, OMol25).

- Frontier orbital gap (alpha / beta): 0.2441 / 0.2442 Eh
- LUMO energy (alpha / beta): -0.00117 / -0.00114 hartree
- Spin multiplicity: 1
- E_HOMO (alpha / beta): -6.7 / -6.7 eV
- Energy above the lowest of the compared OMol25 structures with the same formula, charge and spin: 490.5 kJ/mol
- Energy: -1177.2328 a.u.

XYZ file:
```
19
Properties=species:S:1:pos:R:3:forces:R:3
C 0.0541 1.8616 0.5656 -0.68 -2.26 -0.70
C 1.1118 1.0593 0.7882 0.06 2.43 1.35
C -1.0139 0.5008 -1.0090 4.56 -3.70 0.82
C 0.1743 -0.8246 -0.0135 -0.72 3.83 -1.83
C -1.7346 -1.7550 -1.5312 0.75 -0.17 0.43
C -1.3669 1.4439 -0.0236 2.97 3.86 0.66
C 2.4243 -0.9822 0.9987 1.57 0.36 1.43
N -1.8625 -0.4409 -1.4761 -3.03 -0.39 -1.04
N 1.2507 -0.3045 0.6051 -2.95 -0.01 -1.94
S -2.7320 -2.8470 -2.2481 -0.07 -0.35 -0.21
S -0.1996 -2.2767 -0.6512 -0.88 -0.91 -0.53
H 0.2184 2.8526 0.8637 -0.03 1.32 0.24
H 1.9364 1.5846 1.3066 -0.15 -0.78 -0.50
H -1.9517 1.2131 0.7892 -1.94 -0.95 1.87
H -1.7117 2.4035 -0.4343 -0.30 -0.31 -0.22
H 3.3701 -0.4514 0.6791 -1.12 -0.46 0.19
H 2.3772 -0.9646 2.1187 0.61 -0.59 -0.82
H 2.4165 -1.9773 0.5814 0.09 -0.32 0.16
H -2.7608 -0.0952 -1.9093 1.24 -0.59 0.66
```
Positions in Å, forces in eV/Å.

=====

(2)
# C4H6N2

The molecule C4H6N2 in a non-equilibrium geometry (the ωB97M-V functional and the def2-TZVPD basis, OMol25).

- Frontier orbital gap: 0.3486 Eh
- LUMO energy: 0.04551 hartree
- SMILES: C1=CN1N1CC1
- Spin multiplicity: 1
- E_HOMO: -8.2 eV
- Energy above the lowest of the compared OMol25 structures with the same formula, charge and spin: 660.9 kJ/mol
- Energy: -265.2839 a.u.

XYZ file:
```
12
Properties=species:S:1:pos:R:3:forces:R:3
C 2.0883 0.6495 0.1133 0.34 1.27 2.48
C 1.9648 -0.6257 0.0805 1.64 1.45 -0.15
C -1.4689 0.6681 -0.1341 -3.10 1.95 2.77
C -1.3948 -0.7827 -0.0208 1.67 0.18 -3.42
N 0.9283 0.1396 -0.5408 -3.43 -0.31 -0.24
N -0.3469 0.1043 0.4863 2.81 -0.57 -0.13
H 2.4222 1.5692 0.6525 -0.28 -0.98 -1.20
H 2.5412 -1.4924 0.1234 -0.10 -1.67 0.07
H -1.3164 1.0322 -1.0685 0.40 1.27 -2.72
H -2.2105 1.3609 0.5358 1.86 -1.88 -1.57
H -1.9384 -1.1782 0.7121 -1.96 -1.95 2.88
H -1.2688 -1.4449 -0.9396 0.15 1.23 1.21
```
Positions in Å, forces in eV/Å.

=====

(3)
# C52H145N7O24

A 17-piece molecular cluster, C52H145N7O24 overall in a non-equilibrium geometry (the ωB97M-V functional and the def2-TZVPD basis, OMol25).

- Frontier orbital gap: 0.3162 Eh
- LUMO energy: 0.00485 hartree
- Spin multiplicity: 1
- E_HOMO: -8.5 eV
- Energy above the lowest of the compared OMol25 structures with the same formula, charge and spin: 83.9 kJ/mol
- Energy: -4256.6490 a.u.

XYZ file:
```
228
Properties=species:S:1:pos:R:3:forces:R:3
C 13.7512 13.0508 26.5720 -1.10 0.26 -0.18
O 13.2891 11.7244 26.2269 1.02 0.61 0.31
H 14.6537 13.0657 27.1831 -0.11 -0.68 -0.04
H 13.9367 13.7093 25.7235 0.23 -0.40 -0.58
H 12.9637 13.5909 27.0977 -0.04 -0.05 0.46
H 12.3978 11.7669 25.8727 0.02 0.27 0.04
C 15.5312 15.1226 22.6830 0.12 0.48 -0.46
O 16.6561 15.6083 23.3238 1.46 -0.69 0.15
H 15.0228 15.9880 22.2579 -0.64 -0.15 -0.38
H 15.9100 14.4952 21.8762 -0.52 -0.28 0.01
H 14.8594 14.6022 23.3657 -0.18 -0.35 -0.09
H 16.4004 16.3404 23.8898 -0.18 0.79 0.75
C 15.3948 16.2341 32.8322 0.64 -0.16 0.00
O 16.1798 16.9107 31.8412 -0.71 0.35 -0.09
H 16.1305 15.5910 33.3151 -0.52 -0.15 0.65
H 14.9299 16.9663 33.4924 0.15 -0.23 0.33
H 14.5814 15.6255 32.4371 0.12 0.03 -0.44
H 16.1348 17.8263 32.1263 0.30 0.14 -0.47
C 16.2618 16.1880 19.1060 -0.51 -0.14 0.71
O 15.7030 16.6982 17.9188 0.42 -0.07 -0.24
H 15.8396 16.6403 20.0033 -0.03 0.48 0.10
H 16.0146 15.1366 19.2534 0.26 -0.33 -0.34
H 17.3386 16.3487 19.1567 -0.06 -0.14 -0.31
H 14.8738 17.1551 18.0773 -0.02 0.14 -0.03
C 12.1840 17.5282 31.0296 0.33 0.12 -0.46
O 11.4794 16.6027 31.8316 -0.38 0.26 0.41
H 13.2161 17.1820 30.9755 0.23 0.23 -0.56
H 11.7021 17.6394 30.0582 0.30 -0.24 -0.33
H 12.2088 18.5566 31.3901 -0.29 -0.27 0.76
H 11.3861 15.8175 31.2872 -0.11 -0.11 0.13
C 12.5095 18.1530 18.6224 -1.33 1.06 0.23
O 13.4270 18.5076 17.6225 1.02 -0.39 0.03
H 11.9019 19.0374 18.8143 -0.40 0.10 0.22
H 11.8166 17.3592 18.3434 0.26 -0.32 -0.03
H 12.9706 17.9579 19.5906 0.51 -0.32 -0.36
H 12.9913 18.6478 16.7787 -0.14 -0.11 0.07
C 12.7495 20.7888 24.0909 0.01 0.07 -1.20
O 11.9123 19.6661 23.8574 0.34 -0.44 0.89
H 13.3917 20.9096 23.2186 0.34 0.20 -0.17
H 12.1408 21.6919 24.1366 0.17 0.20 0.57
H 13.4464 20.6711 24.9207 -0.58 -0.16 0.29
H 11.6005 19.7563 22.9540 -0.23 0.01 -0.29
C 11.5064 15.5620 24.9467 -0.01 -0.25 -1.69
O 11.1075 15.7424 26.2380 -0.26 0.38 2.30
H 10.9283 16.2918 24.3799 0.30 -0.30 -0.97
H 12.5756 15.7147 24.8000 0.23 0.13 -0.13
H 11.2739 14.5395 24.6489 -0.09 0.04 -0.19
H 11.0327 16.6964 26.3150 -0.15 0.04 0.63
C 11.1786 21.7723 20.9959 -0.79 1.36 -0.93
O 11.0300 20.4327 21.2606 0.16 -2.11 0.94
H 12.0885 22.1430 21.4679 0.04 -0.08 -0.33
H 11.1284 21.8857 19.9130 0.71 0.57 -0.16
H 10.3368 22.3677 21.3493 -0.08 0.10 0.44
H 10.2959 20.0407 20.7818 -0.04 0.20 -0.02
C 18.5246 18.9214 19.7083 -2.96 -0.43 -0.16
O 19.4674 18.8673 18.7404 1.38 -0.18 -1.16
H 18.7111 18.3602 20.6239 0.32 0.03 0.21
H 18.1627 19.9256 19.9287 0.28 0.37 0.42
H 17.6816 18.4498 19.2032 -0.59 -0.10 0.56
H 20.2597 19.1690 19.1907 1.24 0.25 0.00
C 17.8396 13.9753 26.4564 -2.30 -0.05 0.26
O 18.0479 15.1892 27.1366 2.35 1.07 -1.19
C 18.8666 15.9913 26.2359 0.15 0.74 0.51
C 19.1383 17.3175 26.8922 -1.25 0.18 1.06
N 17.8312 18.0388 27.0324 1.98 0.19 -0.07
C 17.9468 19.3072 27.7302 -0.83 0.34 -1.04
C 18.5912 20.4087 26.8101 -0.86 -0.34 1.25
O 18.0285 21.6931 27.1131 -0.24 -1.15 0.95
C 18.7909 22.7954 26.7581 0.05 0.68 -0.22
H 18.6664 13.5754 25.8693 0.18 0.07 0.32
H 16.9926 14.2224 25.8163 0.06 -0.58 -0.87
H 17.4134 13.2843 27.1837 0.50 -0.41 0.05
H 18.3946 16.2005 25.2759 -0.53 -0.42 -0.07
H 19.8205 15.5189 26.0010 0.07 -0.48 0.23
H 19.9013 17.9385 26.4228 -0.38 -0.02 -0.75
H 19.6062 17.1223 27.8572 -0.17 -0.11 0.59
H 17.1388 17.5266 27.5598 0.24 -0.75 -0.03
H 18.4174 19.1245 28.6962 0.56 0.65 0.13
H 16.9055 19.5450 27.9476 -0.02 0.62 0.06
H 18.3629 20.2109 25.7628 0.17 -0.39 -0.07
H 19.6576 20.3063 27.0111 0.34 0.74 -0.31
H 18.7602 22.9455 25.6790 0.78 -0.24 -0.30
H 19.7794 22.7453 27.2146 0.34 -0.02 -0.44
H 18.3397 23.7214 27.1145 -0.34 -0.22 0.48
C 14.7566 11.9225 29.7954 -0.08 0.49 0.64
O 16.0638 12.3737 29.6003 1.28 -0.18 -0.84
C 16.6078 13.2121 30.6025 0.46 -0.78 0.78
C 18.0685 13.5583 30.2913 -1.45 -0.44 -0.87
N 18.8557 12.3691 30.1516 1.49 -0.59 0.30
C 20.1644 12.6897 29.5447 -0.25 -0.41 -0.65
C 20.9898 11.4558 29.2047 -0.57 0.26 0.65
O 20.4082 10.8350 28.0803 0.05 -1.21 -0.05
C 20.7894 9.4539 27.9536 -0.45 0.47 -0.33
H 14.4848 11.2423 28.9882 -0.11 0.51 -0.22
H 14.1639 12.8306 29.9052 -0.86 -0.15 -0.45
H 14.5924 11.3654 30.7178 0.43 -0.17 0.38
H 16.6270 12.6184 31.5164 -0.30 0.15 0.52
H 16.0139 14.1177 30.7261 -0.13 0.15 0.07
H 18.5135 14.1670 31.0784 -0.28 0.36 -0.14
H 17.9911 14.0524 29.3228 0.46 0.84 -0.03
H 18.3758 11.6835 29.5860 -0.06 0.02 -0.23
H 20.7460 13.3544 30.1834 -0.13 0.00 0.21
H 20.0105 13.1893 28.5882 -0.01 0.51 -0.21
H 20.9359 10.8409 30.1031 0.12 -0.58 -0.01
H 22.0378 11.6750 29.0004 0.15 0.28 0.03
H 20.2475 9.0145 27.1161 -0.16 0.29 -0.03
H 20.5180 8.8763 28.8372 0.11 0.09 0.24
H 21.8464 9.3230 27.7218 0.24 0.20 0.23
C 21.2103 22.2360 15.8400 0.86 -0.83 0.32
O 22.0685 21.4221 16.6530 -0.41 0.09 0.52
C 21.6072 21.3915 17.9936 0.02 -1.01 0.74
C 22.4145 20.3377 18.8636 -0.11 1.54 -0.75
N 21.7116 19.7563 19.9817 -0.66 -0.14 0.29
C 22.5167 18.7076 20.6535 -0.83 2.28 -0.52
C 21.7064 18.0342 21.7088 -1.29 -0.50 0.42
O 21.0340 18.9622 22.6189 1.21 0.18 -1.24
C 20.0284 18.3712 23.4016 -0.01 -0.53 -0.24
H 21.3144 23.2844 16.1198 -0.05 0.16 -0.12
H 20.1760 21.9124 15.9562 -0.13 0.04 -0.09
H 21.5645 22.0412 14.8277 -0.25 0.34 -0.04
H 20.5403 21.1719 18.0322 -0.20 -0.35 -0.15
H 21.7077 22.3651 18.4733 0.22 0.36 -0.04
H 23.2114 20.9465 19.2906 0.91 -0.38 -0.45
H 22.7512 19.5183 18.2286 0.26 0.28 -0.15
H 21.4824 20.4828 20.6449 -0.15 -0.02 0.25
H 23.3712 19.1787 21.1393 0.54 -0.13 -0.20
H 22.7935 18.0937 19.7964 0.34 -0.70 0.69
H 22.3991 17.3558 22.2069 -0.19 -0.11 0.65
H 20.9339 17.4339 21.2282 -0.16 -0.15 -0.02
H 20.4718 17.4866 23.8589 -0.36 -0.09 0.60
H 19.1414 18.0647 22.8473 0.08 -0.30 -0.60
H 19.6027 19.0854 24.1064 0.72 0.11 0.26
C 13.7984 22.1818 18.2623 0.31 0.37 0.08
O 13.0437 23.1385 17.4879 1.06 -0.65 1.27
C 12.1143 22.4851 16.6991 -1.50 0.11 -1.06
C 11.3416 23.5386 15.8667 2.08 -0.38 1.05
N 10.2842 23.0180 15.0607 -0.89 0.91 -0.59
C 10.6513 21.9226 14.2287 -0.53 -3.01 -0.36
C 9.5180 21.3636 13.3344 -0.26 1.24 0.08
O 9.7216 20.0470 12.8674 1.53 0.82 0.87
C 8.7036 19.5933 12.0577 -0.59 -1.12 -0.30
H 14.5490 22.6474 18.9010 -0.09 0.72 -0.34
H 14.3615 21.4887 17.6374 -0.26 -0.15 -0.29
H 13.2011 21.6283 18.9868 -0.53 -0.18 -0.33
H 11.4344 21.8411 17.2568 -0.28 0.04 0.56
H 12.5575 21.8097 15.9673 0.60 -0.11 -0.01
H 12.1556 23.9244 15.2530 0.17 0.48 -0.36
H 10.9963 24.3749 16.4747 -0.17 -0.22 0.19
H 10.1123 23.8200 14.4714 -0.82 0.02 -0.36
H 10.8001 21.0734 14.8956 0.64 -0.10 0.10
H 11.5082 22.0121 13.5611 0.53 0.42 0.22
H 9.4748 22.0535 12.4916 -0.46 0.02 -0.45
H 8.5802 21.4210 13.8869 -0.22 0.04 0.09
H 8.9790 18.5933 11.7228 0.15 0.01 -0.07
H 8.5180 20.1892 11.1641 -0.01 0.37 0.03
H 7.7904 19.4527 12.6361 -0.39 0.29 -0.03
C 15.3226 20.1466 20.8040 0.41 0.88 -0.17
O 16.1051 20.0299 22.0038 -1.46 -0.54 -0.90
C 15.7082 18.8586 22.7234 0.98 0.65 1.74
C 16.2924 19.0007 24.1649 1.49 -0.51 -1.60
N 16.0602 17.7760 24.9035 -2.00 0.74 0.71
C 14.7366 17.9226 25.5553 -0.11 -1.96 0.34
C 14.5175 16.7742 26.5797 0.15 1.44 0.31
O 15.3206 17.0358 27.7849 -1.12 0.04 -1.77
C 15.3743 15.8926 28.5883 0.35 -0.42 0.06
H 14.3470 20.5836 21.0170 -0.41 -0.50 0.22
H 15.2714 19.2570 20.1762 -0.19 -0.54 0.50
H 15.7433 20.8632 20.0986 0.69 0.26 0.41
H 16.1494 17.9865 22.2408 0.11 -0.17 0.07
H 14.6521 18.6471 22.8910 -0.54 0.64 -0.81
H 16.0489 19.8990 24.7321 -0.78 0.23 -0.27
H 17.3628 19.1202 23.9975 0.26 -0.17 0.09
H 16.6101 17.8209 25.7495 1.45 -0.08 -0.19
H 13.9609 17.8664 24.7916 -0.30 0.18 0.19
H 14.6567 18.8492 26.1238 -0.05 0.35 -0.11
H 14.7290 15.7993 26.1406 0.46 -0.10 0.06
H 13.4680 16.7607 26.8737 -0.15 -0.02 0.14
H 15.6793 15.0568 27.9585 0.25 -0.28 0.28
H 14.4123 15.6325 29.0299 -0.28 0.18 0.18
H 16.1120 16.0954 29.3646 -0.11 -0.22 0.06
C 14.3797 20.0695 29.1249 0.18 -0.40 -1.23
O 13.1012 20.4508 29.5310 -0.09 0.59 1.25
C 13.1194 21.2737 30.7178 -1.26 0.08 -0.75
C 11.6388 21.6293 31.0112 1.38 -0.29 0.90
N 11.0639 22.4394 29.9941 0.15 0.77 -0.83
C 9.7008 22.8933 30.1697 -0.10 -0.02 -0.80
C 9.3024 23.6199 28.8498 0.15 -0.78 -0.23
O 9.5168 22.6574 27.7792 -0.31 0.47 -0.03
C 8.9313 23.0189 26.5218 0.04 0.94 0.95
H 15.0411 19.7234 29.9192 0.02 0.25 0.33
H 14.8319 20.8503 28.5134 0.45 0.39 0.33
H 14.2923 19.2309 28.4340 -0.24 -0.21 0.13
H 13.6722 22.2076 30.6160 0.19 0.11 -0.62
H 13.6129 20.7445 31.5330 -0.25 -0.34 0.24
H 11.6428 22.2131 31.9316 0.00 0.09 0.23
H 11.1428 20.6927 31.2659 -0.53 -0.30 -0.24
H 11.0301 22.0026 29.0841 0.63 -0.41 -0.02
H 9.5524 23.4988 31.0638 0.22 0.35 -0.12
H 9.0855 22.0041 30.3063 -0.72 -0.02 -0.11
H 9.9044 24.4998 28.6228 0.48 0.00 0.32
H 8.2821 24.0032 28.8456 -0.38 -0.44 0.16
H 9.0096 24.0892 26.3311 0.41 0.36 0.14
H 7.8512 22.8815 26.5721 -0.08 -0.67 -0.35
H 9.4545 22.5498 25.6885 -0.28 -0.51 0.32
C 13.4095 23.0379 26.7204 -0.29 0.54 0.56
O 14.1608 23.1872 25.5528 -1.16 0.28 -0.61
C 15.5049 22.8717 25.6001 0.83 0.54 -1.73
C 16.0822 23.0894 24.1823 -0.09 -0.06 0.47
N 15.8473 24.4522 23.6585 0.57 -1.36 1.51
C 16.2603 24.6091 22.3044 -0.78 0.55 -1.54
C 15.9090 26.0510 21.8854 0.30 -0.76 -0.85
O 14.5059 26.1901 21.5391 0.21 -0.17 0.10
C 14.1519 25.6090 20.2722 0.97 -0.06 -0.13
H 13.8253 23.6358 27.5314 0.31 -0.14 0.29
H 13.2634 22.0080 27.0461 0.26 -0.26 -0.02
H 12.4165 23.4619 26.5709 -0.03 -0.08 -0.37
H 15.6574 21.8192 25.8390 0.24 0.00 0.56
H 16.0866 23.5835 26.1858 -0.19 -0.24 0.90
H 15.7573 22.2796 23.5291 -0.48 -0.01 -0.41
H 17.1481 22.8929 24.2973 0.27 0.31 -0.17
H 14.8570 24.6388 23.7262 -0.18 0.10 0.03
H 15.7024 23.9416 21.6477 -0.20 -0.37 -0.30
H 17.2926 24.3411 22.0793 0.30 0.31 0.62
H 16.4897 26.4394 21.0487 0.17 -0.36 -0.36
H 16.2693 26.6288 22.7365 -1.13 0.57 0.13
H 14.7339 25.9938 19.4347 0.19 0.81 0.03
H 13.1032 25.7494 20.0103 0.03 0.15 0.62
H 14.4067 24.5544 20.1671 -0.34 -0.36 0.65
```
Positions in Å, forces in eV/Å.

=====

What did the first record say?
# C7H8N2S2

C7H8N2S2 as an isolated structure in a non-equilibrium geometry (the ωB97M-V functional and the def2-TZVPD basis, OMol25).

- Frontier orbital gap (alpha / beta): 0.2441 / 0.2442 Eh
- LUMO energy (alpha / beta): -0.00117 / -0.00114 hartree
- Spin multiplicity: 1
- E_HOMO (alpha / beta): -6.7 / -6.7 eV
- Energy above the lowest of the compared OMol25 structures with the same formula, charge and spin: 490.5 kJ/mol
- Energy: -1177.2328 a.u.

XYZ file:
```
19
Properties=species:S:1:pos:R:3:forces:R:3
C 0.0541 1.8616 0.5656 -0.68 -2.26 -0.70
C 1.1118 1.0593 0.7882 0.06 2.43 1.35
C -1.0139 0.5008 -1.0090 4.56 -3.70 0.82
C 0.1743 -0.8246 -0.0135 -0.72 3.83 -1.83
C -1.7346 -1.7550 -1.5312 0.75 -0.17 0.43
C -1.3669 1.4439 -0.0236 2.97 3.86 0.66
C 2.4243 -0.9822 0.9987 1.57 0.36 1.43
N -1.8625 -0.4409 -1.4761 -3.03 -0.39 -1.04
N 1.2507 -0.3045 0.6051 -2.95 -0.01 -1.94
S -2.7320 -2.8470 -2.2481 -0.07 -0.35 -0.21
S -0.1996 -2.2767 -0.6512 -0.88 -0.91 -0.53
H 0.2184 2.8526 0.8637 -0.03 1.32 0.24
H 1.9364 1.5846 1.3066 -0.15 -0.78 -0.50
H -1.9517 1.2131 0.7892 -1.94 -0.95 1.87
H -1.7117 2.4035 -0.4343 -0.30 -0.31 -0.22
H 3.3701 -0.4514 0.6791 -1.12 -0.46 0.19
H 2.3772 -0.9646 2.1187 0.61 -0.59 -0.82
H 2.4165 -1.9773 0.5814 0.09 -0.32 0.16
H -2.7608 -0.0952 -1.9093 1.24 -0.59 0.66
```
Positions in Å, forces in eV/Å.

=====

> Number 3 is which compound?

C52H145N7O24

=====

Repeat the first record exactly.
# C7H8N2S2

C7H8N2S2 as an isolated structure in a non-equilibrium geometry (the ωB97M-V functional and the def2-TZVPD basis, OMol25).

- Frontier orbital gap (alpha / beta): 0.2441 / 0.2442 Eh
- LUMO energy (alpha / beta): -0.00117 / -0.00114 hartree
- Spin multiplicity: 1
- E_HOMO (alpha / beta): -6.7 / -6.7 eV
- Energy above the lowest of the compared OMol25 structures with the same formula, charge and spin: 490.5 kJ/mol
- Energy: -1177.2328 a.u.

XYZ file:
```
19
Properties=species:S:1:pos:R:3:forces:R:3
C 0.0541 1.8616 0.5656 -0.68 -2.26 -0.70
C 1.1118 1.0593 0.7882 0.06 2.43 1.35
C -1.0139 0.5008 -1.0090 4.56 -3.70 0.82
C 0.1743 -0.8246 -0.0135 -0.72 3.83 -1.83
C -1.7346 -1.7550 -1.5312 0.75 -0.17 0.43
C -1.3669 1.4439 -0.0236 2.97 3.86 0.66
C 2.4243 -0.9822 0.9987 1.57 0.36 1.43
N -1.8625 -0.4409 -1.4761 -3.03 -0.39 -1.04
N 1.2507 -0.3045 0.6051 -2.95 -0.01 -1.94
S -2.7320 -2.8470 -2.2481 -0.07 -0.35 -0.21
S -0.1996 -2.2767 -0.6512 -0.88 -0.91 -0.53
H 0.2184 2.8526 0.8637 -0.03 1.32 0.24
H 1.9364 1.5846 1.3066 -0.15 -0.78 -0.50
H -1.9517 1.2131 0.7892 -1.94 -0.95 1.87
H -1.7117 2.4035 -0.4343 -0.30 -0.31 -0.22
H 3.3701 -0.4514 0.6791 -1.12 -0.46 0.19
H 2.3772 -0.9646 2.1187 0.61 -0.59 -0.82
H 2.4165 -1.9773 0.5814 0.09 -0.32 0.16
H -2.7608 -0.0952 -1.9093 1.24 -0.59 0.66
```
Positions in Å, forces in eV/Å.

=====

> Which formula does entry 2 have?

C4H6N2